No. 1
Here is a molecular structure, C7H14F6N5O11S2Zn in a non-equilibrium geometry from the OMol25 dataset. Energies are from ωB97M-V/def2-TZVPD.

Each line ends with the Löwdin charge.
Element x y z (Å)
H1 -1.116 -2.949 -0.972  0.114
H2 3.070 2.072 -3.489  0.097
O1 1.469 -0.965 1.098  0.009
H3 -4.227 -1.880 0.417  0.066
C1 0.740 2.224 2.922  -0.661
F1 1.100 3.420 2.470  0.143
N1 0.722 -2.476 2.583  0.194
O2 -1.813 2.614 2.346  -0.264
C2 -2.452 2.689 -0.975  -0.650
N2 2.929 -1.744 2.620  0.172
Zn1 0.418 -0.065 -0.396  0.641
H4 3.449 -0.185 -3.371  0.100
O3 -1.341 -1.358 0.273  -0.124
H5 -3.029 -1.307 -1.523  0.121
C3 2.773 0.938 -1.831  -0.630
H6 2.931 2.907 -1.960  0.096
H7 3.609 -1.132 2.204  0.112
H8 -2.047 -3.262 0.562  0.122
F2 0.506 2.319 4.236  0.132
O4 2.229 0.969 -0.728  -0.021
O5 -0.983 0.307 2.604  -0.287
N3 -0.462 1.484 0.508  -0.312
S1 -0.807 1.632 2.068  0.606
H9 -1.989 -0.970 0.873  0.076
C4 -1.867 -2.581 -0.273  -0.178
F3 -2.528 2.962 -2.269  0.153
F4 1.737 1.363 2.736  0.140
C5 1.700 -1.717 2.031  -0.613
O6 0.938 -1.741 -1.600  -0.187
F5 -2.848 1.434 -0.754  0.128
H10 2.437 -1.039 -2.211  0.065
H11 -3.174 -2.983 -1.971  0.123
H12 3.273 -2.531 3.138  0.094
N4 2.986 -0.225 -2.483  0.192
O7 0.150 2.824 -1.579  -0.266
O8 -0.235 -0.063 -2.367  -0.143
C6 -3.112 -2.318 -1.113  -0.202
S2 -0.657 2.892 -0.402  0.669
N5 3.150 2.081 -2.489  0.163
H13 -0.208 -2.359 2.221  0.091
O9 -4.357 -2.398 -0.383  -0.082
O10 -0.584 4.126 0.329  -0.279
O11 -0.287 -2.023 -3.488  -0.047
H14 0.945 -3.186 3.254  0.098
F6 -3.261 3.518 -0.317  0.137
C7 0.123 -1.321 -2.549  -0.908

The value obtained for the LUMO energy is 2.22 eV. Its total charge is -1. The value obtained for the gap between HOMO and LUMO is 6.474 eV. As for the molecular weight: 587.73 Da. As for the spin multiplicity: 1. For the energy above the lowest of the compared OMol25 structures with the same formula, charge and spin, the calculation gives 0.0 kcal/mol. The calculation puts the HOMO energy at -0.156 Ha.

***

No. 2
Here is 2 unconnected molecules or ions with the total composition C5H16N2O in a non-equilibrium geometry from the OMol25 dataset. Energies are from ωB97M-V/def2-TZVPD.

Each line ends with the Löwdin charge.
Element x y z (Å)
H1 0.507 0.575 -1.069  0.114
C1 -0.043 0.773 1.073  -0.365
H2 3.552 -1.748 -4.881  0.028
H3 -0.807 0.751 -3.093  0.065
C2 -0.739 -0.004 3.365  -0.159
H4 -0.691 -0.992 3.776  0.065
H5 -0.246 -0.797 -0.161  0.118
H6 -1.559 -0.680 -2.637  0.067
C3 -1.576 0.401 -2.432  -0.163
C4 -0.275 0.291 -0.373  -0.219
H7 -2.624 0.617 -2.814  0.097
H8 -0.409 1.823 1.215  0.140
H9 2.729 -2.606 -3.703  0.035
H10 2.261 0.696 0.886  0.066
H11 1.464 -0.377 1.991  0.074
H12 -2.295 0.433 -0.540  0.097
H13 -1.310 -0.862 1.557  0.092
H14 1.766 1.441 2.260  0.067
H15 -1.586 0.571 3.843  0.082
O1 2.790 -2.250 -4.595  -0.064
N1 -1.484 0.759 -1.040  -0.123
H16 0.101 0.555 3.826  0.079
N2 -0.954 -0.009 1.943  -0.122
C5 1.429 0.640 1.603  -0.069

The value obtained for the LUMO energy is 0.76 eV. The value obtained for the gap between HOMO and LUMO is 8.993 eV. As for the molecular weight: 120.20 Da. As for the spin multiplicity: 1. For the energy above the lowest of the compared OMol25 structures with the same formula, charge and spin, the calculation gives 49.1 kcal/mol. As for the structure (SMILES): CNC[C@H](C)NC.O. The calculation puts the HOMO energy at -0.303 Ha.

***

No. 3
Here is 2 unconnected molecules or ions with the total composition C3H9N2O2 from the OMol25 dataset. Energies are from ωB97M-V/def2-TZVPD.

Each line ends with the Löwdin charge.
Element x y z (Å)
H1 -0.523 1.903 -0.276  0.038
H2 3.113 -0.461 1.632  0.051
C1 1.028 -0.517 0.929  -0.776
O1 1.316 0.230 -0.042  -0.107
H3 2.364 -2.091 1.575  0.058
H4 -0.053 -0.277 -1.702  0.032
N1 -1.058 -0.417 -1.734  -0.016
H5 -1.248 -1.033 -0.951  0.042
H6 -1.408 1.538 -2.328  0.089
C2 2.197 -1.030 1.775  -0.059
C3 -1.724 0.851 -1.536  -0.401
O2 -0.118 -0.889 1.280  -0.103
H7 -1.516 0.903 0.487  0.036
H8 1.910 -0.988 2.830  0.055
N2 -1.476 1.561 -0.287  -0.019
H9 -2.803 0.717 -1.653  0.080

The value obtained for the LUMO energy is 4.37 eV. Its total charge is -1. The value obtained for the gap between HOMO and LUMO is 8.784 eV. As for the molecular weight: 105.12 Da. As for the spin multiplicity: 1. For the energy above the lowest of the compared OMol25 structures with the same formula, charge and spin, the calculation gives 5.8 kcal/mol. The calculation puts the HOMO energy at -0.162 Ha.

***

What did we get for DFT total energy? Answer: -123857.9340, -10470.3913, -10334.1253 eV, in the order shown.